ORCA calculation (wB97M-V/def2-TZVPD) on a 2-piece molecular cluster, C5H9NO2 overall in a non-equilibrium geometry.

Structure (XYZ):
```
17
Properties=species:S:1:pos:R:3:nbo_charge:R:1
C -0.660 0.204 1.554 -0.664
C -1.006 0.132 0.121 -0.111
C -1.468 1.334 -0.535 -0.631
C -0.519 -0.908 -0.608 0.132
O 0.317 -1.889 -0.223 -0.694
H -0.627 -0.736 2.080 0.211
H -1.461 0.739 2.013 0.223
H 0.235 0.856 1.581 0.230
H -0.622 2.064 -0.530 0.225
H -2.487 1.606 -0.152 0.217
H -1.721 1.132 -1.671 0.214
H -0.697 -1.014 -1.610 0.165
H 0.588 -1.767 0.769 0.486
N 2.652 -0.958 -1.177 -0.753
C 2.632 -0.074 -0.367 0.850
O 2.874 0.735 0.458 -0.537
H 1.970 -1.458 -1.704 0.438
```

Summary:
Max |F| (eV/Å): 4.150
LUMO level (Ha): 0.0237
Relative energy (zero: lowest compared OMol25 entry of this formula, charge and spin) (kcal per mole): 47.74
Structure (SMILES): CC(C)=CO.N=C=O
2S+1: 1
HOMO level (eV): -8.3954
Electronic energy (a.u.): -401.100678
Orbital gap (eV): 9.04

***

ORCA calculation (wB97M-V/def2-TZVPD) on a 2-piece molecular cluster, C8H13N4 overall in a non-equilibrium geometry.

Structure (XYZ):
```
25
Properties=species:S:1:pos:R:3:nbo_charge:R:1
C -1.738 1.424 -0.362 -0.289
C -2.206 0.196 0.273 0.267
C -0.403 1.132 -0.586 0.205
C 3.570 1.214 0.651 -0.177
C 1.007 -0.648 -0.149 0.704
C -3.620 0.025 0.822 -0.668
C 0.608 2.074 -1.051 -0.677
C 0.544 -3.039 -0.129 -0.468
N -1.270 -0.722 0.311 -0.316
N 3.426 0.041 0.529 -0.188
N -0.183 -0.184 -0.244 -0.292
N 1.379 -1.859 -0.096 -0.515
H -2.450 2.210 -0.577 0.263
H 4.540 1.536 0.970 0.241
H 2.886 2.006 0.668 0.223
H -3.562 -0.240 1.923 0.254
H -4.279 0.876 0.729 0.242
H -4.150 -0.805 0.327 0.254
H 0.586 3.087 -0.582 0.263
H 1.728 1.677 -1.043 0.229
H 0.399 2.176 -2.116 0.262
H -0.508 -2.677 -0.053 0.262
H 0.747 -3.743 0.684 0.242
H 0.699 -3.593 -1.113 0.235
H 2.251 -2.167 0.213 0.446
```

Summary:
Max |F| (eV/Å): 4.402
LUMO level (alpha / beta) (Ha): -0.2174 / -0.1616
Relative energy (zero: lowest compared OMol25 entry of this formula, charge and spin) (kcal per mole): 147.32
2S+1: 1
Total charge: +1
HOMO level (alpha / beta) (eV): -13.2957 / -13.3245
Electronic energy (a.u.): -531.210329
Orbital gap (alpha / beta) (eV): 7.38 / 8.93

***

ORCA calculation (wB97M-V/def2-TZVPD) on a 2-piece molecular cluster, C3H9NS overall.

Structure (XYZ):
```
14
Properties=species:S:1:pos:R:3:nbo_charge:R:1
C -1.149 1.210 0.886 -0.531
C -1.597 -0.030 1.017 0.014
N -2.702 -0.595 0.397 -0.813
H -1.695 1.973 0.349 0.195
H -0.240 1.486 1.400 0.208
H -1.015 -0.746 1.586 0.187
H -3.345 0.044 -0.048 0.371
H -3.205 -1.270 0.952 0.375
C 2.746 -0.674 -1.356 -0.729
S 2.564 0.785 -0.298 -0.061
H 3.653 -0.521 -1.934 0.222
H 2.814 -1.605 -0.803 0.212
H 1.921 -0.725 -2.060 0.220
H 1.249 0.667 -0.087 0.130
```

Summary:
Max |F| (eV/Å): 0.355
LUMO level (Ha): 0.0379
Relative energy (zero: lowest compared OMol25 entry of this formula, charge and spin) (kcal per mole): 20.17
Structure (SMILES): C=CN.CS
2S+1: 1
HOMO level (eV): -8.5600
Electronic energy (a.u.): -572.607947
Orbital gap (eV): 9.59

***

ORCA calculation (wB97M-V/def2-TZVPD) on C7H10 as an isolated structure.

Structure (XYZ):
```
17
Properties=species:S:1:pos:R:3:nbo_charge:R:1
C 2.177 -0.128 -0.203 -0.021
C 0.985 0.714 0.165 -0.414
C 0.049 0.949 -1.056 -0.399
C -0.973 -0.164 -0.750 -0.215
C -1.391 0.201 0.692 -0.403
C 0.063 -0.196 1.005 -0.208
C -0.070 -1.261 -0.124 -0.393
H 0.862 -1.471 -0.695 0.214
H 2.430 -0.671 0.743 0.088
H 1.369 1.628 0.644 0.257
H 0.587 0.799 -1.996 0.224
H -0.425 1.938 -1.066 0.207
H -1.703 -0.408 -1.523 0.215
H -1.719 1.228 0.887 0.201
H -2.104 -0.510 1.124 0.209
H 0.404 -0.441 2.012 0.215
H -0.543 -2.207 0.141 0.222
```

Summary:
Max |F| (eV/Å): 0.497
LUMO level (Ha): -0.0016
Relative energy (zero: lowest compared OMol25 entry of this formula, charge and spin) (kcal per mole): 116.96
2S+1: 1
HOMO level (eV): -8.4415
Electronic energy (a.u.): -272.531618
Orbital gap (eV): 8.40

***

ORCA calculation (wB97M-V/def2-TZVPD) on a 2-piece molecular cluster, C4H8O2 overall.

Structure (XYZ):
```
14
Properties=species:S:1:pos:R:3:nbo_charge:R:1
C -0.754 -0.849 1.190 0.014
C -1.307 0.190 0.563 0.017
O -0.598 1.119 -0.148 -0.497
C 0.794 1.028 0.101 -0.101
C 1.246 -0.426 0.124 -0.101
O 0.584 -1.139 1.154 -0.496
H -1.330 -1.551 1.782 0.203
H -2.373 0.381 0.573 0.203
H 1.024 1.499 1.066 0.181
H 1.295 1.580 -0.699 0.199
H 2.318 -0.498 0.328 0.199
H 1.032 -0.896 -0.846 0.180
H -0.862 -0.558 -2.482 -0.012
H -1.069 0.119 -2.707 0.010
```

Summary:
Max |F| (eV/Å): 0.258
LUMO level (Ha): 0.0391
Relative energy (zero: lowest compared OMol25 entry of this formula, charge and spin) (kcal per mole): 66.03
Structure (SMILES): C1=COCCO1.[H][H]
2S+1: 1
HOMO level (eV): -8.3071
Electronic energy (a.u.): -307.607202
Orbital gap (eV): 9.37

***

ORCA calculation (wB97M-V/def2-TZVPD) on a 2-piece molecular cluster, C4H8O3 overall in a non-equilibrium geometry.

Structure (XYZ):
```
15
Properties=species:S:1:pos:R:3:nbo_charge:R:1
O 0.900 1.365 -0.266 -0.663
C 1.317 0.247 0.092 0.962
O 1.927 0.109 1.322 -0.723
O 1.939 -0.543 -0.831 -0.687
H 1.780 0.925 1.818 0.502
H 2.407 -1.253 -0.372 0.489
C -0.498 -0.955 0.585 -0.523
C -1.207 -0.568 -0.524 -0.049
C -1.712 0.766 -0.653 -0.723
H -0.070 -1.946 0.640 0.212
H -0.723 -0.491 1.536 0.206
H -1.023 -1.105 -1.449 0.203
H -0.587 1.303 -0.578 0.349
H -2.268 0.976 -1.562 0.224
H -2.182 1.169 0.242 0.221
```

Summary:
Max |F| (eV/Å): 3.154
LUMO level (Ha): 0.0192
Relative energy (zero: lowest compared OMol25 entry of this formula, charge and spin) (kcal per mole): 62.19
Structure (SMILES): O=C(O)O.C=CC
2S+1: 1
HOMO level (eV): -9.2636
Electronic energy (a.u.): -382.865708
Orbital gap (eV): 9.79